Density functional theory data (ωB97M-V with the def2-TZVPD basis set) for a cluster of 2 separate species, C5H15NO in total.

Calculated values
HOMO (spin up / spin down) = -15.052 / -15.064 eV
expectation value of S² = 0.7542
LUMO level (spin up / spin down) = -2.6 / -7.2 eV
M = 105.181 Da

Structure (ORCA input):
```
! RIJCOSX wB97M-V def2-TZVPD def2/J DEFGRID3
* xyz 1 2
C -0.597 -1.320 -0.771
N 0.125 -0.047 -0.883
C 1.358 -0.059 -0.110
C -1.444 1.253 0.616
C -0.704 1.181 -0.749
C 0.087 2.450 -1.011
H -1.634 -1.133 -0.508
H -0.567 -1.911 -1.688
H -0.152 -1.929 0.019
H 2.075 -0.730 -0.580
H 1.190 -0.267 0.949
H 1.855 0.909 -0.136
H -2.266 1.948 0.467
H -0.857 1.653 1.446
H -1.723 0.255 0.940
H -1.480 1.085 -1.511
H 0.660 2.350 -1.938
H -0.593 3.292 -1.088
H 0.850 2.683 -0.269
H 1.685 -2.876 2.786
H 0.124 -2.672 2.627
O 0.948 -2.902 2.156
*
```



Density functional theory data (ωB97M-V with the def2-TZVPD basis set) for a structure of composition C13H21AlN3O5.

Calculated values
HOMO = -4.859 eV
LUMO level = 3.2 eV
M = 326.309 Da

Structure (ORCA input):
```
! RIJCOSX wB97M-V def2-TZVPD def2/J DEFGRID3
* xyz -1 1
C 4.548 1.024 0.335
C 3.568 1.954 -0.380
C 2.078 1.775 0.052
N 1.928 0.910 1.233
Al 1.173 -0.751 0.901
O 2.283 -2.020 1.445
O 0.653 -1.095 -0.813
C -0.237 -2.113 -0.741
N 0.475 -3.425 -0.657
N -1.102 -2.141 -1.942
C -1.086 -1.923 0.651
O -0.902 -3.113 1.441
C -2.628 -1.782 0.558
C -3.154 -0.427 0.968
O -3.997 -0.351 1.830
C -2.693 0.827 0.305
C -1.938 0.786 -0.865
C -1.516 1.951 -1.503
C -1.857 3.188 -0.962
C -2.599 3.233 0.215
C -3.019 2.070 0.850
O -0.575 -0.870 1.403
H 4.572 1.213 1.401
H 5.552 1.218 -0.049
H 4.287 -0.010 0.129
H 3.666 1.791 -1.453
H 3.893 2.972 -0.159
H 1.719 2.770 0.317
H 1.492 1.417 -0.796
H 1.442 1.407 1.965
H 2.727 -2.368 0.670
H 1.209 -3.409 -1.360
H -0.159 -4.162 -0.933
H -0.622 -2.689 -2.641
H -1.966 -2.635 -1.758
H -0.548 -2.808 2.279
H -3.048 -2.030 -0.418
H -3.053 -2.486 1.260
H -1.654 -0.164 -1.288
H -0.932 1.856 -2.406
H -1.544 4.084 -1.477
H -2.844 4.201 0.631
H -3.593 2.125 1.761
*
```



Density functional theory data (ωB97M-V with the def2-TZVPD basis set) for a cluster of 3 separate species, C3H14NO2S2 in total.

Calculated values
HOMO = -12.099 eV
LUMO level = -3.2 eV
M = 160.284 Da

Structure (ORCA input):
```
! RIJCOSX wB97M-V def2-TZVPD def2/J DEFGRID3
* xyz 1 1
N 1.045 1.248 0.200
C 0.169 0.018 0.026
C -1.312 0.090 0.494
C 0.556 -1.158 0.860
S 2.490 -1.473 1.323
S 3.001 -0.392 3.018
H 0.891 2.160 -0.313
H 1.024 1.619 1.144
H 1.965 1.028 -0.093
H 0.070 -0.255 -0.995
H -1.362 -0.671 1.503
H -1.732 1.032 1.010
H -1.884 -0.481 -0.248
H 0.195 -1.071 1.901
H 0.302 -2.114 0.349
H 2.040 -0.556 3.934
H -3.858 -3.636 -2.325
H -5.086 -3.074 -3.050
O -4.228 -2.953 -2.794
H 1.613 4.197 -1.762
H 2.493 3.261 -2.339
O 1.607 3.184 -1.844
*
```



Density functional theory data (ωB97M-V with the def2-TZVPD basis set) for a cluster of 11 separate species, C31H56N11O13 in total.

Calculated values
HOMO = -9.668 eV
LUMO level = -5.5 eV
M = 790.853 Da

Structure (ORCA input):
```
! RIJCOSX wB97M-V def2-TZVPD def2/J DEFGRID3
* xyz 1 1
C -49.815 -3.478 -50.774
C -50.097 -3.523 -52.207
C -51.195 -4.644 -52.419
C -52.646 -4.239 -52.026
C -53.063 -2.937 -52.715
C -52.006 -1.725 -52.596
N -50.575 -2.241 -52.726
O -49.724 -1.333 -52.914
C -52.107 -1.163 -51.173
C -52.373 -0.647 -53.710
C -48.913 -4.031 -52.902
H -49.123 -2.777 -50.058
H -49.570 -4.473 -50.445
H -50.696 -3.362 -50.102
H -50.993 -5.551 -51.950
H -51.149 -4.951 -53.511
H -52.718 -4.168 -50.942
H -53.326 -4.886 -52.342
H -53.987 -2.573 -52.613
H -53.164 -3.281 -53.744
H -53.070 -0.727 -51.149
H -51.470 -0.594 -51.199
H -51.863 -1.803 -50.306
H -51.538 0.069 -53.596
H -53.237 -0.413 -53.638
H -52.525 -1.138 -54.614
H -48.717 -3.672 -54.014
H -48.683 -5.159 -52.931
H -47.969 -3.664 -52.517
N -54.232 -9.024 -51.541
C -55.442 -9.079 -50.989
C -55.405 -8.175 -49.740
C -54.054 -7.418 -49.775
C -53.354 -8.166 -50.966
H -54.105 -9.560 -52.419
H -56.200 -9.789 -51.231
H -56.387 -8.103 -49.018
H -53.641 -6.779 -49.011
H -52.397 -7.961 -51.386
N -57.144 -0.431 -57.103
C -56.101 -0.311 -58.037
C -54.899 -1.217 -57.619
C -55.342 -1.912 -56.434
C -56.774 -1.532 -56.149
H -58.029 -0.128 -57.365
H -56.141 0.566 -58.717
H -53.832 -1.027 -58.124
H -54.986 -2.604 -55.792
H -57.519 -2.040 -55.483
N -56.270 -4.046 -51.855
C -55.750 -3.937 -50.523
C -56.022 -2.486 -50.125
C -56.692 -1.852 -51.345
C -56.973 -2.937 -52.372
H -56.172 -5.062 -52.197
H -55.447 -4.808 -49.999
H -55.942 -1.964 -49.281
H -57.066 -0.948 -51.352
H -57.442 -2.927 -53.474
N -56.085 -7.086 -52.979
C -55.507 -6.594 -54.090
C -56.663 -6.060 -54.911
C -57.976 -6.167 -53.994
C -57.525 -7.020 -52.870
H -55.592 -7.528 -52.119
H -54.450 -6.867 -54.184
H -56.797 -5.767 -55.960
H -59.019 -5.919 -54.076
H -58.051 -7.157 -51.993
C -52.915 -4.627 -58.230
N -52.059 -4.689 -57.003
O -52.607 -4.489 -55.944
O -50.821 -5.005 -57.126
H -52.272 -3.973 -58.743
H -53.838 -4.300 -58.128
H -52.989 -5.540 -58.606
C -49.169 0.883 -47.083
N -49.063 -0.487 -47.726
O -48.308 -1.264 -47.308
O -50.093 -0.820 -48.489
H -49.404 1.447 -47.754
H -48.082 1.249 -46.647
H -49.804 0.803 -46.295
C -55.078 2.892 -54.170
N -55.946 3.366 -53.075
O -56.931 2.811 -52.849
O -55.278 3.884 -52.129
H -54.539 3.850 -54.631
H -55.649 2.146 -54.862
H -54.257 2.247 -53.725
C -50.828 1.816 -56.681
N -50.093 2.036 -55.389
O -50.826 2.375 -54.458
O -48.855 1.746 -55.372
H -51.181 2.874 -56.722
H -51.748 1.305 -56.403
H -49.984 1.311 -57.337
C -44.215 -4.029 -51.585
N -45.460 -3.163 -51.532
O -45.440 -2.262 -52.473
O -46.304 -3.203 -50.615
H -43.577 -3.549 -50.787
H -44.103 -4.148 -52.665
H -44.694 -4.762 -51.252
C -50.215 -4.192 -47.415
N -51.029 -5.215 -47.997
O -52.192 -4.908 -48.198
O -50.420 -6.217 -48.435
H -49.151 -4.334 -47.554
H -50.543 -4.039 -46.348
H -50.484 -3.241 -47.834
*
```